# C4H10O2

An isolated molecule of C4H10O2 (the ωB97M-V functional and the def2-TZVPD basis, OMol25).

The structure (SMILES) is OCCCCO. The energy above the lowest of the compared OMol25 structures with the same formula, charge and spin comes out at 0.9275 eV. The value obtained for the LUMO energy is 0.973 eV. For the HOMO energy, the calculation gives -0.3783 Ha. For the energy, the calculation gives -8404.61958 eV. As for the spin multiplicity: 1.

Last column: natural (NBO) charge in e.
Geometry (Å):
O1 -2.893 0.355 0.174  -0.72
O2 2.865 0.245 -0.694  -0.71
C1 -1.661 0.025 -0.440  -0.05
C2 1.651 0.580 -0.047  -0.05
C3 -0.639 -0.193 0.669  -0.42
C4 0.723 -0.616 0.149  -0.43
H1 1.222 -1.322 0.816  0.20
H2 1.866 1.017 0.937  0.15
H3 -1.046 -0.957 1.338  0.21
H4 3.314 -0.399 -0.140  0.46
H5 -1.769 -0.919 -0.985  0.16
H6 -0.579 0.710 1.291  0.21
H7 0.680 -1.149 -0.808  0.21
H8 -3.565 0.458 -0.511  0.47
H9 -1.329 0.826 -1.102  0.16
H10 1.160 1.339 -0.648  0.17

=====

# C4H10O2

An isolated molecule of C4H10O2 (the ωB97M-V functional and the def2-TZVPD basis, OMol25).

The structure (SMILES) is CC[C@@H](O)CO. The energy above the lowest of the compared OMol25 structures with the same formula, charge and spin comes out at 0.5914 eV. The value obtained for the LUMO energy is 0.793 eV. For the HOMO energy, the calculation gives -0.3721 Ha. For the energy, the calculation gives -8404.95568 eV. As for the spin multiplicity: 1.

Last column: natural (NBO) charge in e.
Geometry (Å):
O1 2.651 0.011 -0.211  -0.74
O2 0.308 -0.452 -1.481  -0.72
C1 0.321 -0.242 -0.083  0.08
C2 -2.179 -0.610 0.043  -0.60
C3 -1.021 0.345 0.324  -0.41
C4 1.489 0.656 0.290  -0.08
H1 -0.990 0.593 1.393  0.20
H2 -2.231 -0.846 -1.024  0.22
H3 -1.166 1.285 -0.224  0.20
H4 1.531 0.776 1.383  0.16
H5 1.212 -0.704 -1.721  0.48
H6 -3.135 -0.175 0.350  0.21
H7 1.353 1.649 -0.168  0.16
H8 3.436 0.473 0.101  0.48
H9 -2.047 -1.552 0.588  0.20
H10 0.468 -1.204 0.441  0.15

=====

# C4H10O2

A cluster of 2 separate species, C4H10O2 in total (the ωB97M-V functional and the def2-TZVPD basis, OMol25).

The structure (SMILES) is CC(C)C=O.O. The energy above the lowest of the compared OMol25 structures with the same formula, charge and spin comes out at 0.5541 eV. The value obtained for the LUMO energy is 0.888 eV. For the HOMO energy, the calculation gives -0.3700 Ha. For the energy, the calculation gives -8404.99292 eV. As for the spin multiplicity: 1.

Last column: natural (NBO) charge in e.
Geometry (Å):
O1 0.564 -1.370 1.988  -0.96
O2 -1.451 0.575 1.458  -0.57
C1 -0.729 1.160 0.679  0.48
C2 -0.253 0.631 -0.652  -0.33
C3 -0.764 -0.773 -0.957  -0.62
C4 1.281 0.704 -0.701  -0.61
H1 1.648 1.721 -0.520  0.21
H2 -0.195 -1.503 -0.374  0.22
H3 1.706 0.038 0.057  0.23
H4 -0.291 -0.914 2.005  0.49
H5 -0.637 -1.003 -2.019  0.21
H6 -0.371 2.183 0.926  0.11
H7 1.638 0.383 -1.685  0.22
H8 -0.659 1.348 -1.384  0.22
H9 -1.821 -0.881 -0.698  0.22
H10 0.334 -2.299 1.877  0.47

=====

# C4H10O2

An isolated molecule of C4H10O2 (the ωB97M-V functional and the def2-TZVPD basis, OMol25).

The structure (SMILES) is COCCCO. The energy above the lowest of the compared OMol25 structures with the same formula, charge and spin comes out at 1.2681 eV. The value obtained for the LUMO energy is 0.927 eV. For the HOMO energy, the calculation gives -0.3701 Ha. For the energy, the calculation gives -8404.27894 eV. As for the spin multiplicity: 1.

Last column: natural (NBO) charge in e.
Geometry (Å):
O1 -1.366 0.677 1.975  -0.71
O2 0.633 0.171 -1.208  -0.54
C1 0.487 -0.517 0.010  -0.06
C2 -0.959 -0.956 0.195  -0.45
C3 -1.864 0.139 0.763  -0.06
C4 1.936 0.675 -1.347  -0.25
H1 -0.511 1.082 1.789  0.46
H2 2.693 -0.123 -1.269  0.16
H3 2.154 1.424 -0.569  0.16
H4 1.164 -1.386 0.044  0.17
H5 -0.975 -1.823 0.865  0.21
H6 0.804 0.138 0.842  0.14
H7 2.014 1.141 -2.332  0.20
H8 -1.343 -1.283 -0.780  0.22
H9 -2.842 -0.282 1.017  0.18
H10 -2.025 0.922 0.007  0.16

=====

# C4H10O2

An isolated molecule of C4H10O2 (the ωB97M-V functional and the def2-TZVPD basis, OMol25).

The structure (SMILES) is CCOCCO. The energy above the lowest of the compared OMol25 structures with the same formula, charge and spin comes out at 1.2126 eV. The value obtained for the LUMO energy is 1.076 eV. For the HOMO energy, the calculation gives -0.3678 Ha. For the energy, the calculation gives -8404.33441 eV. As for the spin multiplicity: 1.

Last column: natural (NBO) charge in e.
Geometry (Å):
O1 -0.224 0.608 0.254  -0.57
O2 1.645 -1.020 0.858  -0.72
C1 -1.138 0.003 -0.656  -0.06
C2 1.050 0.977 -0.279  -0.09
C3 -2.196 -0.802 0.089  -0.63
C4 2.121 0.271 0.574  -0.08
H1 0.703 -0.843 1.028  0.47
H2 3.066 0.173 0.025  0.18
H3 -2.898 -1.237 -0.633  0.22
H4 1.148 2.070 -0.257  0.18
H5 1.143 0.641 -1.320  0.17
H6 -0.595 -0.663 -1.340  0.17
H7 -2.774 -0.182 0.781  0.22
H8 2.341 0.833 1.497  0.16
H9 -1.751 -1.629 0.652  0.21
H10 -1.619 0.787 -1.257  0.17

=====

# C4H10O2

A structure of composition C4H10O2 (the ωB97M-V functional and the def2-TZVPD basis, OMol25).

The energy above the lowest of the compared OMol25 structures with the same formula, charge and spin comes out at 4.9013 eV. The value obtained for the LUMO energy is 0.321 eV. For the HOMO energy, the calculation gives -0.3242 Ha. For the energy, the calculation gives -8400.64572 eV. As for the spin multiplicity: 1.

Last column: natural (NBO) charge in e.
Geometry (Å):
O1 0.621 0.047 -1.271  -0.49
O2 -1.376 0.894 1.846  -0.68
C1 -1.938 0.281 0.875  0.10
C2 0.384 -0.674 -0.183  0.30
C3 1.917 0.625 -1.355  -0.26
C4 -0.930 -1.087 0.088  -0.58
H1 -1.557 -1.208 -0.795  0.25
H2 2.694 -0.143 -1.262  0.18
H3 0.052 0.790 1.576  0.20
H4 0.759 0.555 1.200  -0.13
H5 2.033 1.369 -0.558  0.20
H6 -2.774 -0.398 1.119  0.15
H7 1.257 -1.084 0.328  0.20
H8 1.985 1.105 -2.331  0.21
H9 -0.981 -1.939 0.764  0.23
H10 -2.144 0.866 -0.043  0.12

=====

# C4H10O2

A cluster of 2 separate species, C4H10O2 in total (the ωB97M-V functional and the def2-TZVPD basis, OMol25).

The energy above the lowest of the compared OMol25 structures with the same formula, charge and spin comes out at 3.8313 eV. The value obtained for the LUMO energy is 0.798 eV. For the HOMO energy, the calculation gives -0.3210 Ha. For the energy, the calculation gives -8401.71578 eV. As for the spin multiplicity: 1.

Last column: natural (NBO) charge in e.
Geometry (Å):
O1 1.612 0.036 0.165  -0.52
O2 -1.138 -1.794 1.144  -0.66
C1 -0.313 -0.771 1.231  0.28
C2 -2.123 1.507 -0.093  -0.86
C3 2.524 -0.032 -0.896  -0.25
C4 0.464 -0.734 -0.060  -0.24
H1 2.792 -1.076 -1.125  0.16
H2 -2.203 0.715 -0.844  0.20
H3 -3.119 1.736 0.293  0.21
H4 -1.481 1.176 0.729  0.22
H5 -0.180 -0.284 -0.841  0.20
H6 -1.645 -1.823 1.969  0.50
H7 0.717 -1.752 -0.409  0.18
H8 3.421 0.505 -0.581  0.20
H9 2.128 0.432 -1.814  0.16
H10 -1.688 2.399 -0.549  0.22

=====

# C4H10O2

A cluster of 2 separate species, C4H10O2 in total in a non-equilibrium geometry (the ωB97M-V functional and the def2-TZVPD basis, OMol25).

The structure (SMILES) is C/C=C/CO.O. The energy above the lowest of the compared OMol25 structures with the same formula, charge and spin comes out at 1.5361 eV. The value obtained for the LUMO energy is 0.822 eV. For the HOMO energy, the calculation gives -0.3387 Ha. For the energy, the calculation gives -8404.01098 eV. As for the spin multiplicity: 1.

Last column: natural (NBO) charge in e.
Geometry (Å):
O1 -0.723 -2.950 -1.435  -0.94
O2 0.311 0.370 2.898  -0.73
C1 0.323 0.657 0.557  -0.22
C2 -0.090 0.977 -0.657  -0.17
C3 0.526 0.398 -1.914  -0.65
C4 -0.210 1.201 1.844  -0.10
H1 1.487 -0.065 -1.685  0.21
H2 0.206 2.212 1.995  0.17
H3 -1.289 1.161 1.886  0.18
H4 -0.598 -3.905 -1.569  0.47
H5 -0.884 1.693 -0.827  0.19
H6 0.822 1.178 -2.625  0.21
H7 1.150 -0.027 0.690  0.21
H8 -0.112 -0.393 -2.289  0.24
H9 -0.334 0.360 3.611  0.47
H10 -0.584 -2.865 -0.480  0.47

=====

# C4H10O2

A structure of composition C4H10O2 in a non-equilibrium geometry (the ωB97M-V functional and the def2-TZVPD basis, OMol25).

The energy above the lowest of the compared OMol25 structures with the same formula, charge and spin comes out at 2.3190 eV. The value obtained for the LUMO energy is 0.743 eV. For the HOMO energy, the calculation gives -0.3698 Ha. For the energy, the calculation gives -8403.22808 eV. As for the spin multiplicity: 1.

Last column: natural (NBO) charge in e.
Geometry (Å):
O1 -1.141 1.930 0.639  -0.75
O2 -0.160 0.596 -1.564  -0.73
C1 0.910 -1.478 -1.188  -0.61
C2 0.406 -0.197 -0.545  0.10
C3 -0.962 0.725 1.377  -0.04
C4 -0.624 -0.483 0.558  -0.46
H1 1.269 0.326 -0.085  0.14
H2 0.073 -2.040 -1.617  0.21
H3 -0.610 1.329 -1.109  0.49
H4 -0.314 2.008 1.251  0.50
H5 -1.732 0.605 2.136  0.19
H6 -1.529 -0.884 0.092  0.22
H7 -0.245 -1.211 1.282  0.22
H8 0.015 0.981 2.006  0.11
H9 1.425 -2.111 -0.458  0.20
H10 1.606 -1.239 -1.997  0.22

=====

# C4H10O2

An isolated molecule of C4H10O2 (the ωB97M-V functional and the def2-TZVPD basis, OMol25).

The structure (SMILES) is COC[C@@H](C)O. The energy above the lowest of the compared OMol25 structures with the same formula, charge and spin comes out at 1.0420 eV. The value obtained for the LUMO energy is 1.012 eV. For the HOMO energy, the calculation gives -0.3686 Ha. For the energy, the calculation gives -8404.50505 eV. As for the spin multiplicity: 1.

Last column: natural (NBO) charge in e.
Geometry (Å):
O1 -0.780 -0.815 1.243  -0.72
O2 1.459 0.093 0.215  -0.56
C1 -0.878 0.399 0.530  0.08
C2 -2.233 0.447 -0.155  -0.62
C3 0.275 0.462 -0.473  -0.08
C4 2.345 -0.715 -0.525  -0.24
H1 2.882 -0.141 -1.294  0.17
H2 -2.369 1.385 -0.704  0.21
H3 -0.794 1.253 1.225  0.15
H4 -2.335 -0.390 -0.856  0.21
H5 0.374 1.469 -0.907  0.18
H6 3.073 -1.127 0.179  0.19
H7 0.160 -0.874 1.474  0.48
H8 0.074 -0.253 -1.285  0.17
H9 -3.031 0.363 0.588  0.22
H10 1.817 -1.548 -1.011  0.17

=====

# C4H10O2

A cluster of 2 separate species, C4H10O2 in total in a non-equilibrium geometry (the ωB97M-V functional and the def2-TZVPD basis, OMol25).

The structure (SMILES) is CC(C)C=O.O. The energy above the lowest of the compared OMol25 structures with the same formula, charge and spin comes out at 1.9547 eV. The value obtained for the LUMO energy is 0.618 eV. For the HOMO energy, the calculation gives -0.3586 Ha. For the energy, the calculation gives -8403.59239 eV. As for the spin multiplicity: 1.

Last column: natural (NBO) charge in e.
Geometry (Å):
O1 2.735 1.259 -0.031  -0.52
O2 -3.416 0.935 0.509  -0.93
C1 0.793 -0.022 -1.461  -0.61
C2 -0.064 -0.806 0.763  -0.62
C3 1.965 0.464 0.558  0.44
C4 1.222 -0.559 -0.074  -0.35
H1 -1.054 -0.838 0.257  0.24
H2 1.517 0.707 -1.859  0.23
H3 0.129 -1.711 1.304  0.21
H4 0.607 -0.758 -2.194  0.21
H5 1.893 -1.425 -0.167  0.24
H6 -0.152 0.517 -1.290  0.20
H7 -0.188 -0.011 1.526  0.21
H8 1.971 0.074 1.565  0.11
H9 -4.298 0.701 0.833  0.47
H10 -3.659 1.474 -0.241  0.47

=====

# C4H10O2

A cluster of 2 separate species, C4H10O2 in total in a non-equilibrium geometry (the ωB97M-V functional and the def2-TZVPD basis, OMol25).

The structure (SMILES) is C/C=C(/C)O.O. The energy above the lowest of the compared OMol25 structures with the same formula, charge and spin comes out at 2.1450 eV. The value obtained for the LUMO energy is 0.762 eV. For the HOMO energy, the calculation gives -0.3121 Ha. For the energy, the calculation gives -8403.40210 eV. As for the spin multiplicity: 1.

Last column: natural (NBO) charge in e.
Geometry (Å):
O1 -1.097 0.922 -0.904  -0.73
O2 -0.630 -2.406 2.181  -0.97
C1 0.131 0.137 -0.805  0.28
C2 0.662 2.014 0.743  -0.65
C3 1.039 0.864 -0.125  -0.24
C4 0.253 -1.067 -1.583  -0.70
H1 0.743 -2.020 -1.306  0.25
H2 0.608 1.781 1.833  0.21
H3 -0.759 -1.404 -1.852  0.23
H4 -1.414 0.823 -1.840  0.47
H5 -0.921 -1.499 1.864  0.49
H6 -0.756 -2.610 3.115  0.48
H7 -0.333 2.566 0.516  0.23
H8 2.086 0.646 -0.064  0.20
H9 1.397 2.766 0.693  0.21
H10 0.655 -0.863 -2.556  0.23